Entry 1:
Molecular formula: CH5NOP
Method: DFT, the ωB97M-V functional and the def2-TZVPD basis

Properties
LUMO   -7.00 eV
Orbital gap   8.9 eV
Charge   +1
Highest occupied orbital energy   -0.585 Eh

Each line ends with the natural charge from an NBO analysis.
Geometry (Å):
C: -1.248944 -0.240324 0.258681  -0.33
N: 0.595351 -0.599454 0.174045  -0.02
O: 0.935079 -1.739051 0.045675  -0.12
P: 1.441322 0.847596 0.099318  0.65
H: -1.744343 -1.043392 -0.104928  0.23
H: -1.362215 0.610845 -0.419098  0.21
H: -1.568525 0.109560 1.236055  0.25
H: 0.331384 1.393240 -0.605436  0.05
H: 2.620893 0.660978 -0.684316  0.08

Atomic forces in eV per Å
C 2.7493 3.1143 0.7015
N -3.6104 -2.5294 -1.1048
O -0.1888 1.6550 0.6545
P 0.5922 1.7228 0.7732
H -0.8707 -3.0197 -0.9292
H 0.2864 -0.3769 -0.0370
H 0.6355 -0.4971 0.3744
H 1.1348 0.1872 -0.2439
H -0.7284 -0.2561 -0.1885

***

Entry 2:
Molecular formula: CH5NOS
Method: DFT, the ωB97M-V functional and the def2-TZVPD basis

Properties
LUMO   0.84 eV
SMILES   OCNS
Orbital gap   9.5 eV
Charge   0
Highest occupied orbital energy   -0.319 Eh

Each line ends with the natural charge from an NBO analysis.
Geometry (Å):
O: -1.479077 -0.858570 0.933092  -0.72
C: -0.390822 0.173915 0.726466  0.09
N: 1.178232 -0.033214 -0.132227  -0.79
S: 1.036880 -0.106745 -1.804978  0.15
H: -2.138423 -0.788193 0.203144  0.48
H: -0.772326 1.152348 0.327000  0.17
H: -0.098297 0.260848 1.698010  0.16
H: 1.376900 -0.984434 0.117046  0.36
H: 1.286932 1.184044 -2.067554  0.10

Atomic forces in eV per Å
O 1.6343 1.7523 -2.0975
C -0.4895 -0.6896 -2.7111
N -3.9339 0.1685 2.3001
S -0.3636 0.1000 -1.1155
H 0.8938 -0.0687 0.6166
H 0.2703 -1.2227 0.0871
H 1.3771 0.4829 2.4262
H 0.4926 -0.5279 0.4333
H 0.1189 0.0052 0.0609

***

Entry 3:
Molecular formula: CH5NOS
Method: DFT, the ωB97M-V functional and the def2-TZVPD basis

Properties
LUMO   0.64 eV
SMILES   NSCO
Orbital gap   9.3 eV
Charge   0
Highest occupied orbital energy   -0.316 Eh

Each line ends with the natural charge from an NBO analysis.
Geometry (Å):
N: 1.239385 -0.926270 -0.331708  -1.03
S: 1.056128 0.726421 0.013664  0.23
C: -0.895602 0.883364 0.333534  -0.10
O: -1.567257 0.142635 -0.555835  -0.70
H: 1.977929 -0.945768 -1.102673  0.41
H: 1.370369 -1.463738 0.507054  0.38
H: -1.069025 1.881789 0.437360  0.19
H: -1.054552 0.362245 1.383786  0.14
H: -1.057379 -0.660682 -0.685185  0.49

Atomic forces in eV per Å
N 0.2358 0.5883 -1.8430
S -1.3334 1.3205 0.7353
C 3.1516 -4.6948 3.2529
O -1.2689 0.2180 -1.7277
H -1.4585 -0.7258 1.8358
H 0.7742 -0.3402 -0.1334
H -0.8234 2.7393 -0.4258
H 0.5661 1.3267 -1.5172
H 0.1563 -0.4321 -0.1770

***

Entry 4:
Molecular formula: CH5NOS2
Method: DFT, the ωB97M-V functional and the def2-TZVPD basis

Properties
LUMO   0.34 eV
SMILES   NC=O.SS
Orbital gap   8.6 eV
Charge   0
Highest occupied orbital energy   -0.302 Eh

Each line ends with the natural charge from an NBO analysis.
Geometry (Å):
N: 1.010871 -1.205282 -0.987284  -0.87
C: 0.297188 -1.410418 0.153639  0.55
O: 0.241184 -0.681454 1.115895  -0.57
H: 1.095326 -0.384590 -1.550256  0.41
H: 1.580169 -1.961596 -1.333326  0.39
H: -0.225419 -2.378004 0.174420  0.11
S: -1.927423 1.827921 1.107644  -0.17
S: -0.158196 2.154901 -0.022859  -0.15
H: -1.494016 0.566927 1.397386  0.17
H: -0.419684 3.471596 -0.055260  0.13

Atomic forces in eV per Å
N 0.5791 -0.5685 -0.9192
C 0.2024 -0.2688 0.7571
O -0.4710 0.3970 -0.4496
H 0.0314 0.8118 0.6625
H -0.5825 -0.2826 -0.1190
H 0.2265 -0.2423 0.0349
S 0.6513 -0.7093 -0.2209
S -0.5309 0.3545 0.3285
H -0.2906 0.5438 0.0968
H 0.1844 -0.0354 -0.1710

***

Entry 5:
Molecular formula: CH5NOSi
Method: DFT, the ωB97M-V functional and the def2-TZVPD basis

Properties
Spin multiplicity   3
LUMO (spin up / spin down)   0.95 / -2.60 eV
Orbital gap (spin up / spin down)   6.8 / 8.1 eV
Charge   0
Highest occupied orbital energy (spin up / spin down)   -0.214 / -0.393 Eh
<S²>   2.0062

Each line ends with the natural charge from an NBO analysis.
Geometry (Å):
C: -0.779171 0.170978 -0.098898  0.00
N: -1.124237 -1.059241 0.360483  -0.83
O: -1.693104 0.961259 -0.467350  -0.23
Si: 1.044686 0.733194 -0.127313  0.77
H: -2.077835 -1.411504 0.222757  0.39
H: -0.533657 -1.849070 0.452212  0.40
H: 1.805976 -0.418990 0.558995  -0.15
H: 1.823950 0.824722 -1.325373  -0.19
H: 1.533395 2.048649 0.424484  -0.16

Atomic forces in eV per Å
C 3.4948 -0.0064 0.0748
N -2.3404 -1.9978 0.9561
O -1.7139 1.6392 -0.7599
Si 0.5481 -0.7143 1.2087
H 0.5389 0.8108 -0.1094
H 1.1774 0.0464 -0.1710
H -0.8211 0.6050 -0.1162
H -0.0524 -0.1194 -1.4181
H -0.8315 -0.2635 0.3349

***

Entry 6:
Molecular formula: CH5NP2
Method: DFT, the ωB97M-V functional and the def2-TZVPD basis

Properties
LUMO (spin up / spin down)   -0.79 / -0.79 eV
Orbital gap (spin up / spin down)   7.7 / 7.4 eV
Charge   0
Highest occupied orbital energy (spin up / spin down)   -0.311 / -0.301 Eh

Each line ends with the natural charge from an NBO analysis.
Geometry (Å):
C: -1.378046 -0.670178 -0.697472  -0.98
N: 1.778793 0.471830 0.702607  -0.95
P: 2.852742 -0.377710 -0.015817  0.72
P: -0.148468 -1.193008 0.628873  0.63
H: -2.304585 -1.208872 -0.701113  0.26
H: -0.828640 -0.537511 -1.586432  0.23
H: -1.980486 0.270215 -0.432224  0.25
H: 3.848138 0.652106 -0.059912  -0.10
H: 0.674977 -1.977594 -0.194880  -0.07

Atomic forces in eV per Å
C -0.3764 2.1893 2.1540
N -3.1476 -1.1559 0.0425
P 0.6978 -0.3932 -0.6188
P 0.7080 1.6078 0.5233
H 0.0946 -1.7327 -0.4390
H -0.1132 0.0192 -1.3971
H 1.7868 -0.4277 -0.0854
H 0.3536 0.0022 0.1024
H -0.0036 -0.1090 -0.2819

***

Entry 7:
Molecular formula: CH5NS
Method: DFT, the ωB97M-V functional and the def2-TZVPD basis

Properties
LUMO   0.95 eV
SMILES   C=N.S
Orbital gap   10.8 eV
Charge   0
Highest occupied orbital energy   -0.363 Eh

Each line ends with the natural charge from an NBO analysis.
Geometry (Å):
C: 3.079409 0.117280 -0.368863  -0.04
N: 4.277219 0.074969 -0.765740  -0.58
H: 2.186776 0.257184 -0.977123  0.14
H: 2.870982 -0.057529 0.681437  0.15
H: 4.283957 0.303178 -1.763216  0.33
S: -5.423093 -0.397114 1.636653  -0.28
H: -6.181930 0.578538 1.125652  0.14
H: -5.093318 -0.876505 0.431197  0.14

Atomic forces in eV per Å
C -0.0875 -0.3978 0.5180
N -0.3167 0.4626 -0.3928
H 0.0939 0.2403 -0.3183
H 0.0499 -0.0660 0.2052
H 0.2602 -0.2388 -0.0115
S 0.0367 -0.0406 0.0816
H 0.0001 -0.0025 -0.0625
H -0.0366 0.0429 -0.0197

***

Entry 8:
Molecular formula: CH5NS2
Method: DFT, the ωB97M-V functional and the def2-TZVPD basis

Properties
LUMO   0.77 eV
Orbital gap   9.2 eV
Charge   0
Highest occupied orbital energy   -0.311 Eh

Each line ends with the natural charge from an NBO analysis.
Geometry (Å):
C: -0.162982 0.635069 -0.472545  -0.42
N: 0.600517 -0.379097 0.073965  -0.68
S: 0.528739 -0.284941 1.815279  0.15
S: 0.205063 -1.986027 -0.391246  0.20
H: 0.129500 0.760300 -1.606953  0.20
H: -1.227968 0.438071 -0.477577  0.17
H: -0.005479 1.554094 -0.003322  0.21
H: 0.971661 1.048216 1.740270  0.10
H: -1.039051 -1.785686 -0.677872  0.07

Atomic forces in eV per Å
C -0.8228 0.4221 -4.8537
N 1.2594 -1.8871 1.5467
S 0.5071 1.5034 0.0846
S 1.7124 0.0126 -0.1355
H -0.4970 -0.1710 1.9740
H -0.6143 -0.0703 0.2079
H 0.4088 1.4217 0.7113
H -0.2839 -1.3948 0.6022
H -1.6696 0.1634 -0.1376

***

Entry 9:
Molecular formula: CH5NS2
Method: DFT, the ωB97M-V functional and the def2-TZVPD basis

Properties
LUMO   -0.13 eV
Orbital gap   7.0 eV
Charge   0
Highest occupied orbital energy   -0.261 Eh

Each line ends with the natural charge from an NBO analysis.
Geometry (Å):
C: -0.832644 0.205563 0.568400  -0.27
H: 1.778011 -1.511017 -0.148145  0.00
H: 0.291307 -0.766304 -1.165056  0.04
H: -0.077055 1.013913 -1.135913  0.42
H: 0.866692 1.328368 0.293080  0.44
H: -0.581388 0.155763 1.633912  0.24
N: 0.059777 0.907495 -0.140264  -0.73
S: 0.666210 -0.806601 0.122818  0.06
S: -2.170912 -0.527184 -0.028832  -0.20

Atomic forces in eV per Å
C -4.1860 1.3956 2.3773
H 0.3778 -2.7678 -0.4849
H 0.3028 -0.8820 0.0052
H -0.2805 0.5594 0.1351
H -0.3992 0.4817 -0.2114
H -0.4981 0.5730 -0.2393
N -2.9293 7.1779 -0.7996
S 9.4530 -7.1170 -0.1874
S -1.8406 0.5792 -0.5950

***

Entry 10:
Molecular formula: CH5O2PS2
Method: DFT, the ωB97M-V functional and the def2-TZVPD basis

Properties
LUMO   -0.69 eV
SMILES   CSP(=O)=S.O
Orbital gap   9.2 eV
Charge   0
Highest occupied orbital energy   -0.362 Eh

Each line ends with the natural charge from an NBO analysis.
Geometry (Å):
C: -1.175639 1.017519 0.695269  -0.73
S: -1.364827 1.577077 -1.024821  -0.01
P: -0.830614 -0.213432 -1.933585  1.47
O: -0.493585 -0.144793 -3.343219  -0.98
S: -0.451509 -1.641528 -0.680461  -0.48
H: -1.130995 1.955061 1.367218  0.24
H: -0.327025 0.304842 0.719743  0.27
H: -2.098114 0.574633 0.876447  0.22
O: 2.388121 -0.851456 1.157608  -0.96
H: 2.366462 -1.467783 0.397256  0.48
H: 3.117725 -1.110142 1.768544  0.48

Atomic forces in eV per Å
C 1.1133 1.9827 0.3608
S 0.3972 -0.3795 -0.6856
P 0.9639 -0.4169 1.8572
O -0.4256 0.2520 -0.7256
S -0.4847 0.3441 -1.0381
H 0.3844 -1.4748 -1.1776
H -0.5569 0.8738 0.5975
H -1.3420 -1.2169 0.8244
O 0.5194 -0.4199 0.1826
H 0.2808 0.3937 0.8182
H -0.8498 0.0618 -1.0138

***

Energy relative to the best compared isomer or geometry (same formula, charge and spin) across the listed records, respectively: 109.3; 61.2; 37.5; 19.3; 18.1; 66.8; 8.7; 36.4; 148.8; 22.3 kcal per mole.
E_tot across the listed records, respectively: -13932.1669; -15488.4656; -15489.4946; -26325.5640; -12528.5570; -21181.5456; -13442.3165; -24276.7577; -24271.8827; -36173.0634 eV.